Molecular formula: C19H39NO20
Method: DFT, ωB97M-V with the def2-TZVPD basis set

Atoms and positions in Å:
C -3.5937 -1.2634 -6.1709
O -4.0279 -0.1025 -5.4292
C -3.3764 0.3399 -4.3650
O -2.4372 -0.2217 -3.8313
O -3.9051 1.4458 -3.8958
C -3.4850 2.0835 -2.6801
H -4.3783 -1.7117 -6.7804
H -3.1812 -1.9572 -5.4383
H -2.7950 -0.9891 -6.8600
H -3.5819 1.3167 -1.9115
H -4.1319 2.8792 -2.3107
H -2.4294 2.3552 -2.6715
C 6.0038 5.0749 1.8360
O 4.7876 4.4217 2.0313
C 4.8896 3.0581 2.3022
O 5.9310 2.3914 2.3873
O 3.6628 2.5327 2.1932
C 3.4130 1.1338 2.4472
H 6.5555 5.4251 2.7084
H 5.7484 5.8982 1.1688
H 6.6448 4.4439 1.2203
H 2.3852 0.9800 2.1184
H 3.6442 0.5964 3.3669
H 4.0063 0.6021 1.7034
C 0.6252 -3.5843 0.4978
O -0.1310 -4.1092 1.5651
C 0.4199 -4.4747 2.6938
O 1.6433 -4.3309 2.9276
O -0.5996 -4.8889 3.5129
C -0.4477 -5.0870 4.9015
H 1.5831 -4.0224 0.2176
H 0.9129 -2.5768 0.7984
H -0.0019 -3.3925 -0.3729
H -1.4432 -4.8786 5.2935
H 0.2933 -4.3862 5.2860
H -0.1202 -6.1242 4.9731
C -2.0486 -1.7168 5.9228
O -3.0133 -2.6275 5.4028
C -4.2448 -2.6992 5.7809
O -4.8061 -2.0503 6.6519
O -4.8646 -3.7268 5.1240
C -6.2590 -3.9974 5.3713
H -1.8514 -1.8791 6.9824
H -2.5388 -0.7439 5.8868
H -1.0949 -1.7249 5.3951
H -6.5548 -4.8847 4.8115
H -6.9075 -3.1995 5.0096
H -6.5185 -4.0774 6.4270
C 0.5786 0.7821 -2.4411
O -0.0926 0.0697 -1.3600
C -0.0003 0.3406 -0.0314
O 0.7291 1.2096 0.5039
O -0.8554 -0.4424 0.6769
C -0.8191 -0.3333 2.1049
H 1.6649 0.7112 -2.3849
H 0.2769 1.8234 -2.3287
H 0.2510 0.4188 -3.4152
H -1.5988 -0.8289 2.6834
H -0.8606 0.6768 2.5125
H 0.1086 -0.7744 2.4695
C 0.7991 -1.0009 -6.4314
O 1.0843 0.2881 -5.8913
C 2.1967 0.9138 -6.1252
O 3.1259 0.4550 -6.8516
O 2.1849 2.0801 -5.4438
C 3.3898 2.8099 -5.2329
H 0.9570 -1.6738 -5.5886
H 1.5278 -1.4040 -7.1347
H -0.2280 -1.0437 -6.7937
H 3.7265 2.7419 -4.1984
H 3.1433 3.8271 -5.5374
H 4.2332 2.6857 -5.9121
C 1.2255 4.4928 0.2068
N 0.4031 4.0652 -0.9203
O 0.9317 3.8120 -2.0226
O -0.8224 4.0192 -0.6788
H 2.0590 5.0704 -0.1929
H 1.6474 3.5821 0.6320
H 0.6522 5.0762 0.9273

Output
Orbital gap, eV: 10.6
SMILES: C[N+](=O)[O-].COC(=O)OC.COC(=O)OC.COC(=O)OC.COC(=O)OC.COC(=O)OC.COC(=O)OC
Relative energy (zero: lowest compared OMol25 entry of this formula, charge and spin), eV: 3.180
Total charge: 0

---

Molecular formula: C5H13NO
Method: DFT, ωB97M-V with the def2-TZVPD basis set

Atoms and positions in Å:
C 0.1747 -1.6510 -1.4710
C -0.4209 -2.2529 -0.1877
C 0.5732 -0.8217 1.3225
N -0.5704 -1.2804 0.9019
H -0.4411 -0.7970 -1.7530
H 1.1769 -1.2535 -1.2823
H 0.2310 -2.3815 -2.2959
H -1.3345 -2.8248 -0.4031
H 0.3501 -2.9530 0.1653
H 0.5463 -0.2912 2.2724
H 1.5532 -1.1324 0.9492
H -0.5961 -0.0124 0.3198
C -0.2039 2.0651 0.4255
O -0.7966 0.9683 -0.2083
C 0.9080 2.6180 -0.4707
H 0.2579 1.8196 1.4048
H -0.9307 2.8756 0.6090
H 1.4622 3.4507 -0.0290
H 0.4817 2.9570 -1.4216
H 1.5747 1.7815 -0.7034

Output
Orbital gap, eV: 9.1
SMILES: C=NCC.CCO
Relative energy (zero: lowest compared OMol25 entry of this formula, charge and spin), eV: 3.234
Total charge: 0

---

Molecular formula: CH6S3
Method: DFT, ωB97M-V with the def2-TZVPD basis set

Atoms and positions in Å:
S 2.2023 -2.4803 1.0851
H 1.2739 -2.1349 1.9844
H 1.4350 -3.4925 0.6606
C -1.8477 -0.3259 -1.1958
S -0.7859 1.1178 -1.3597
S -0.6453 1.6910 0.6226
H -2.8226 -0.0137 -0.8363
H -1.9463 -0.8431 -2.1513
H -1.3942 -1.0274 -0.5014
H -0.0018 0.5959 1.0274

Output
Orbital gap, eV: 9.3
SMILES: CSS.S
Relative energy (zero: lowest compared OMol25 entry of this formula, charge and spin), eV: 0.101
Total charge: 0

---

Molecular formula: C33H42Br9N3O15
Method: DFT, ωB97M-V with the def2-TZVPD basis set

Atoms and positions in Å:
C 8.0431 -3.1020 -0.3179
C 6.7800 -3.5343 -0.4933
C 6.4406 -4.2112 -1.6905
C 7.4582 -4.4102 -2.7276
C 8.7298 -3.9358 -2.4794
C 8.9816 -3.2394 -1.2822
N 7.1221 -5.0037 -3.9935
O 8.0162 -5.1768 -4.8280
O 5.9207 -5.3796 -4.0636
H 8.3206 -2.5586 0.5733
H 6.0416 -3.3611 0.2755
H 5.3737 -4.3513 -1.7824
H 9.5244 -4.1961 -3.1630
H 9.9977 -2.9024 -1.1394
C -0.0969 1.8401 0.4405
C 0.6405 0.8207 0.9583
C 0.5970 0.5697 2.3393
C -0.0240 1.5056 3.1481
C -0.8421 2.5498 2.6201
C -0.8283 2.6884 1.2425
N -0.0070 1.3171 4.5850
O 0.4364 0.3351 5.0400
O -0.4449 2.2476 5.2320
H -0.0389 2.0890 -0.6088
H 1.2225 0.2041 0.2893
H 1.2270 -0.1513 2.8390
H -1.4269 3.1771 3.2767
H -1.3908 3.4653 0.7462
C -5.2837 -3.4523 4.8849
C -5.9383 -3.2195 3.6719
C -6.2098 -1.8344 3.4436
C -5.8598 -0.8320 4.3121
C -5.3160 -1.1344 5.5071
C -4.9935 -2.4683 5.7860
N -6.1572 0.6200 3.9031
O -5.7362 1.4071 4.7354
O -6.8391 0.9020 2.8929
H -5.0434 -4.4720 5.1476
H -6.1791 -3.9999 2.9652
H -6.6252 -1.5017 2.5039
H -5.1058 -0.3401 6.2080
H -4.6378 -2.7874 6.7545
C 4.7158 0.9590 -5.1385
C 5.7465 1.8545 -4.3578
O 5.0486 2.5967 -3.3847
C 5.2594 3.8795 -3.1784
O 6.0284 4.6346 -3.7462
O 4.3643 4.2433 -2.2581
C 4.1404 5.6243 -2.0617
H 3.9081 1.5182 -5.6107
H 4.2268 0.2031 -4.5239
H 5.0595 0.3213 -5.9529
H 6.3511 2.4905 -5.0044
H 6.4416 1.2466 -3.7785
H 3.6193 5.7627 -1.1144
H 3.7963 6.2716 -2.8684
H 5.0725 6.1381 -1.8266
C -9.5738 -2.9403 -2.3310
C -8.5887 -4.0968 -2.8035
O -7.2927 -3.7889 -2.3459
C -6.2689 -3.7411 -3.1657
O -6.3760 -3.7630 -4.3796
O -5.0992 -3.6950 -2.3834
C -3.8861 -3.4227 -3.1201
H -9.4488 -1.9902 -2.8504
H -9.2229 -2.8474 -1.3032
H -10.6484 -3.1215 -2.3540
H -8.7265 -4.3961 -3.8425
H -8.8750 -5.0696 -2.4036
H -4.0092 -3.1818 -4.1760
H -3.1467 -4.2136 -2.9945
H -3.4099 -2.5242 -2.7274
C -4.7202 2.5104 -5.3272
C -4.2597 3.9874 -5.6199
O -2.8413 4.0523 -5.5471
C -2.2052 5.0865 -6.0847
O -2.6911 6.0976 -6.5632
O -0.9100 4.7511 -6.0280
C 0.1918 5.5708 -6.5116
H -4.2962 1.7656 -6.0007
H -5.7635 2.3312 -5.5869
H -4.5252 2.1875 -4.3046
H -4.6904 4.7470 -4.9675
H -4.5715 3.9808 -6.6643
H 1.0624 4.9898 -6.2073
H 0.0956 6.4232 -5.8390
H 0.2371 5.8649 -7.5601
C 4.5482 5.2048 6.0838
Br 5.5033 4.2045 4.6562
Br 3.1228 6.3874 5.3683
Br 5.7639 6.2271 7.2466
H 4.0689 4.4214 6.6709
C 2.4969 0.4784 11.7695
Br 3.4766 -0.6129 13.0228
Br 2.9732 2.3416 11.8974
Br 0.4935 0.4386 11.7802
H 2.7886 0.2327 10.7484
C 1.9149 -6.6817 5.9242
Br 3.7840 -6.7111 5.5132
Br 0.8409 -5.7088 4.6278
Br 1.5237 -6.0013 7.7627
H 1.5331 -7.7014 5.9736

Output
Orbital gap, eV: 9.0
Relative energy (zero: lowest compared OMol25 entry of this formula, charge and spin), eV: 1.661
Total charge: 0

---

Molecular formula: C2H8OS
Method: DFT, ωB97M-V with the def2-TZVPD basis set

Atoms and positions in Å:
C -1.4305 1.7015 0.1185
S -1.8327 0.1597 -0.7888
C -0.2764 -0.7405 -0.5879
H -1.4394 1.5855 1.1912
H -2.1378 2.3972 -0.3234
H -0.4369 1.9828 -0.2063
H 0.5065 -0.0064 -0.5420
H -0.2735 -1.3205 0.3238
H -0.1381 -1.3943 -1.4315
H 1.8995 -1.9911 0.5781
H 2.7847 -0.7506 1.0071
O 2.7747 -1.6234 0.6612

Output
Orbital gap, eV: 9.5
SMILES: CSC.O
Relative energy (zero: lowest compared OMol25 entry of this formula, charge and spin), eV: 0.415
Total charge: 0

---

Molecular formula: C4H11N2
Method: DFT, ωB97M-V with the def2-TZVPD basis set

Atoms and positions in Å:
C -1.4270 0.7674 1.2665
C -0.2762 0.9111 0.6629
C 1.3635 -2.3166 -0.0147
C 0.7670 0.1824 -0.0479
N -1.4034 3.8866 -1.6887
N 0.2414 -1.2934 0.0256
H -1.7819 4.9303 -1.8953
H -1.7215 3.7426 -0.7415
H -0.1653 1.9494 0.6016
H 2.2826 -1.8583 0.1273
H 1.2537 -3.0668 0.6872
H 1.3643 -2.8052 -1.0213
H 1.7662 0.2153 0.5020
H 0.8411 0.6728 -0.9658
H -0.3870 3.7142 -1.5478
H -0.4017 -1.5596 -0.7255
H -0.2521 -1.3552 0.8876

Output
Orbital gap, eV: 7.8
Relative energy (zero: lowest compared OMol25 entry of this formula, charge and spin), eV: 6.593
Total charge: +1

---

Molecular formula: C25H47N2O3
Method: DFT, ωB97M-V with the def2-TZVPD basis set

Atoms and positions in Å:
C -5.3579 1.2445 2.0417
O -4.1038 0.5371 2.1289
C -3.5500 0.6247 3.4730
C -1.9955 0.3913 3.3673
C -1.6700 -1.1494 3.5969
C -1.7867 -1.8566 2.1899
C -1.8228 -3.4324 2.3821
C -3.3019 -4.0312 2.2936
C -3.8145 -3.8541 0.8104
C -5.0189 -2.8149 0.6898
C -5.3727 -2.7229 -0.8651
C -5.8849 -1.2865 -1.3006
C -4.8137 -0.6462 -2.3043
N -4.0403 0.3925 -1.5179
C -2.6071 0.5012 -1.8691
C -1.5998 -0.4046 -1.2402
C -0.2431 -0.1002 -1.6889
C 0.1330 0.9922 -2.6568
N -0.8388 1.7671 -3.2103
C -2.1035 1.5041 -2.7966
H -5.8627 1.2936 3.0436
H -6.0120 0.6462 1.3365
H -5.2104 2.2766 1.6142
H -4.0072 -0.1603 4.1458
H -3.8205 1.6346 3.9057
H -1.4242 1.0123 4.1151
H -1.5946 0.6740 2.3532
H -0.6405 -1.2467 4.0276
H -2.3964 -1.6672 4.2806
H -0.8886 -1.6060 1.5489
H -2.7219 -1.5431 1.6533
H -1.4562 -3.6574 3.4221
H -1.2069 -3.9737 1.6123
H -3.9225 -3.4953 3.0593
H -3.2600 -5.1374 2.5142
H -4.1499 -4.8200 0.3495
H -2.9725 -3.4283 0.1856
H -5.9288 -3.1914 1.2396
H -4.7112 -1.7873 1.0239
H -6.1472 -3.4902 -1.1207
H -4.4300 -3.0221 -1.4112
H -6.0464 -0.6357 -0.3942
H -6.8866 -1.3331 -1.8187
H -4.1804 -1.4084 -2.8138
H -5.4271 -0.0960 -3.0734
H -4.4730 1.3053 -1.7368
H -4.0918 0.2250 -0.4976
H -1.8571 -1.1990 -0.5048
H 0.5863 -0.7113 -1.2451
H 1.2014 1.1825 -2.9308
H -2.8961 2.1761 -3.2379
C 3.8146 -0.0582 -0.8280
C 4.5008 1.2677 -1.0973
C 3.6391 2.2325 -0.3046
O 3.1173 1.4998 0.8107
C 3.3720 0.1047 0.6104
H 4.4594 -0.9238 -0.9812
H 2.9320 -0.1592 -1.4696
H 5.5152 1.2492 -0.6898
H 4.5642 1.5246 -2.1549
H 2.7891 2.5871 -0.8995
H 4.1976 3.0988 0.0531
H 4.1599 -0.1932 1.3098
H 2.4708 -0.4705 0.8376
C 9.6149 2.9197 -0.9211
C 9.8374 2.5786 -2.3814
C 8.4178 2.3631 -2.8732
O 7.5724 3.2154 -2.0880
C 8.3284 3.7227 -0.9792
H 10.4396 3.4699 -0.4675
H 9.4580 2.0026 -0.3452
H 10.2862 3.4321 -2.8976
H 10.4785 1.7107 -2.5377
H 8.0943 1.3285 -2.7129
H 8.2991 2.6046 -3.9311
H 8.5304 4.7824 -1.1675
H 7.7387 3.6383 -0.0641

Output
Orbital gap, eV: 7.8
Total charge: +1

---

Molecular formula: C4H11N3O2
Method: DFT, ωB97M-V with the def2-TZVPD basis set

Atoms and positions in Å:
C -1.3512 -1.9498 0.7528
C 0.9364 -1.3059 -0.4110
N 0.5470 -1.3685 -1.6781
N 0.1556 -1.5345 0.8270
N 2.3037 -1.2034 -0.0395
H 0.3648 1.5913 -1.5764
H 1.3536 -1.2656 -2.3666
H 0.2902 -0.8348 1.5982
H 2.3246 -0.2047 0.1880
H 2.7342 -1.8017 0.6923
H -1.6146 -1.8879 1.7487
H -1.4278 -2.9203 0.3305
H -2.1056 -1.2010 0.2432
C -1.8982 2.0003 0.5730
C -0.4571 1.8415 0.1577
O -0.5011 1.6210 -1.2121
O 0.5374 1.8384 0.7857
H -2.1254 2.9978 0.4039
H -1.8521 1.8705 1.6670
H -2.6554 1.2096 0.2820

Output
Orbital gap, eV: 9.8
SMILES: [H]/N=C(\N)NC.CC(=O)O
Relative energy (zero: lowest compared OMol25 entry of this formula, charge and spin), eV: 2.392
Total charge: 0